This record from the Open Molecules 2025 dataset describes a molecular structure, C9H24O3P2Pd. The level of theory is the ωB97M-V functional and the def2-TZVPD basis.

Computed properties:
Orbital gap (alpha / beta)   6.43 / 6.09 eV
E_HOMO (alpha / beta)   -13.3059 / -17.7318 eV
⟨S²⟩   6.01

The geometry in ORCA input format:
```
! wB97M-V def2-TZVPD RIJCOSX def2/J DEFGRID3
* xyz 2 5
Pd -0.58 0.91 -0.22
H 3.52 -1.93 0.25
H 3.30 -2.02 0.97
P 1.13 2.36 -0.11
P -1.44 -0.91 -1.55
C -3.02 -0.98 -0.65
H -3.70 -1.69 -1.15
H -2.82 -1.30 0.38
H -3.46 0.02 -0.64
C -1.83 -0.57 -3.28
H -0.89 -0.48 -3.84
H -2.44 -1.38 -3.71
H -2.37 0.38 -3.36
C -0.70 -2.56 -1.46
H -0.51 -2.82 -0.41
H -1.37 -3.31 -1.91
H 0.25 -2.54 -2.00
C 1.30 3.43 -1.56
H 2.10 4.17 -1.39
H 1.56 2.80 -2.43
H 0.35 3.94 -1.76
C 1.10 3.45 1.35
H 1.13 2.84 2.25
H 1.96 4.14 1.32
H 0.17 4.04 1.35
C 2.70 1.45 0.04
H 2.86 0.90 -0.90
H 3.53 2.15 0.20
H 2.61 0.75 0.88
C -0.72 0.30 1.75
O -0.55 1.01 2.70
H 0.02 -0.13 -1.50
C -0.60 -2.92 3.21
C -0.14 -1.66 2.58
O 0.94 -1.13 2.61
O -1.19 -1.04 1.91
H -1.19 -2.68 4.10
H 0.25 -3.53 3.48
H -1.25 -3.46 2.52
*
```

natural (NBO) atomic charge list, values in e, 2 entries:
1 Pd 0.6534
2 H -0.0073

***

This record from the Open Molecules 2025 dataset describes C12H19N5O in the gas phase. The level of theory is the ωB97M-V functional and the def2-TZVPD basis.

Computed properties:
Orbital gap   8.81 eV
E_HOMO   -8.0398 eV
Relative energy (zero: lowest compared OMol25 entry of this formula, charge and spin)   0.000 eV
Structure (SMILES)   CCCNC(=O)N1CCN(c2ncccn2)CC1

The geometry in ORCA input format:
```
! wB97M-V def2-TZVPD RIJCOSX def2/J DEFGRID3
* xyz 0 1
C -4.54 -2.09 -0.23
C -4.50 -0.73 -0.91
C -4.07 0.39 0.04
N -2.70 0.23 0.48
C -1.78 1.21 0.28
O -2.04 2.24 -0.32
N -0.53 0.98 0.83
C 0.05 -0.32 1.05
C 0.86 -0.76 -0.18
N 1.85 0.24 -0.49
C 3.16 0.02 -0.27
N 4.00 1.06 -0.43
C 5.28 0.82 -0.26
C 5.78 -0.43 0.07
C 4.83 -1.43 0.23
N 3.54 -1.22 0.07
C 1.31 1.57 -0.69
C 0.49 1.98 0.54
H -5.19 -2.07 0.65
H -3.55 -2.40 0.09
H -4.92 -2.85 -0.91
H -3.82 -0.76 -1.75
H -5.50 -0.49 -1.29
H -4.12 1.35 -0.47
H -4.74 0.42 0.91
H -2.53 -0.50 1.15
H -0.70 -1.07 1.28
H 0.73 -0.24 1.91
H 1.37 -1.71 -0.01
H 0.18 -0.85 -1.04
H 5.93 1.67 -0.40
H 6.83 -0.61 0.21
H 5.10 -2.44 0.50
H 2.14 2.25 -0.85
H 0.66 1.56 -1.57
H -0.01 2.93 0.35
H 1.14 2.07 1.41
*
```

natural (NBO) atomic charge list, values in e, 2 entries:
1 C -0.6106
2 C -0.3976

***

This record from the Open Molecules 2025 dataset describes 2 unconnected molecules or ions with the total composition CH4N3. The level of theory is the ωB97M-V functional and the def2-TZVPD basis.

Computed properties:
Orbital gap (alpha / beta)   9.60 / 9.60 eV
E_HOMO (alpha / beta)   -16.6281 / -16.6277 eV
Relative energy (zero: lowest compared OMol25 entry of this formula, charge and spin)   4.879 eV

The geometry in ORCA input format:
```
! wB97M-V def2-TZVPD RIJCOSX def2/J DEFGRID3
* xyz 1 1
C -1.52 -0.10 0.20
N 2.16 0.22 0.25
N 0.27 -0.86 -0.56
N 1.18 -0.27 -0.20
H -1.18 0.96 0.12
H -1.49 -0.43 1.15
H -2.13 -0.50 -0.66
H 2.69 0.98 -0.31
*
```

natural (NBO) atomic charge list, values in e, 2 entries:
1 C -0.0876
2 N -0.3062

***

This record from the Open Molecules 2025 dataset describes C2H3N3OS in the gas phase. The level of theory is the ωB97M-V functional and the def2-TZVPD basis.

Computed properties:
Orbital gap   8.70 eV
E_HOMO   -9.1638 eV
Relative energy (zero: lowest compared OMol25 entry of this formula, charge and spin)   5.352 eV

The geometry in ORCA input format:
```
! wB97M-V def2-TZVPD RIJCOSX def2/J DEFGRID3
* xyz 0 1
C 1.02 0.65 0.38
C 0.52 -0.08 -0.64
N 0.17 1.19 1.25
N -1.91 0.09 -0.12
N 0.68 -1.21 -1.32
O -2.23 0.94 2.21
S -1.41 0.77 1.06
H 2.10 0.92 0.48
H 0.44 -2.04 -0.92
H 0.62 -1.24 -2.39
*
```

natural (NBO) atomic charge list, values in e, 2 entries:
1 C -0.0480
2 C 0.3197

***

This record from the Open Molecules 2025 dataset describes a molecular structure, C5H8N. The level of theory is the ωB97M-V functional and the def2-TZVPD basis.

Computed properties:
Orbital gap (alpha / beta)   8.02 / 9.68 eV
E_HOMO (alpha / beta)   -11.1316 / -16.7884 eV
Relative energy (zero: lowest compared OMol25 entry of this formula, charge and spin)   4.746 eV
⟨S²⟩   2.01

The geometry in ORCA input format:
```
! wB97M-V def2-TZVPD RIJCOSX def2/J DEFGRID3
* xyz 1 3
C -1.72 -0.25 -0.30
C -0.92 -1.16 0.26
C -0.68 0.64 -0.61
C 0.27 -0.30 -0.01
C 1.67 -0.40 -0.24
N -0.14 0.88 0.80
H -2.73 -0.25 -0.53
H -1.00 -2.13 0.74
H -0.74 1.62 -1.59
H 1.98 -1.37 -0.39
H 2.27 -0.05 0.57
H 1.95 0.33 -1.08
H 0.64 1.61 0.89
H -0.85 0.84 1.50
*
```

natural (NBO) atomic charge list, values in e, 2 entries:
1 C -0.1555
2 C -0.1037

***

This record from the Open Molecules 2025 dataset describes 13 unconnected molecules or ions with the total composition C5H35NO13S. The level of theory is the ωB97M-V functional and the def2-TZVPD basis.

Computed properties:
Orbital gap   8.64 eV
E_HOMO   -8.7564 eV
Relative energy (zero: lowest compared OMol25 entry of this formula, charge and spin)   2.496 eV

The geometry in ORCA input format:
```
! wB97M-V def2-TZVPD RIJCOSX def2/J DEFGRID3
* xyz 0 1
C -0.61 -0.41 -2.09
C -1.09 -1.55 -1.10
C -0.04 -1.93 -0.07
S 0.09 -3.76 0.08
C 0.53 0.52 -1.72
N 0.17 1.70 -1.07
C -1.19 2.12 -1.15
O 1.73 0.21 -1.56
H -0.25 -0.89 -3.04
H -1.37 0.18 -2.61
H -2.06 -1.23 -0.69
H -1.18 -2.47 -1.65
H 0.96 -1.41 -0.16
H -0.33 -1.45 0.86
H 1.32 -3.83 0.55
H 0.82 2.52 -0.87
H -1.87 1.45 -0.61
H -1.56 3.00 -0.69
H -1.57 2.42 -2.17
H 3.27 -2.24 -3.24
H 2.30 -1.12 -2.87
O 2.32 -1.99 -3.32
H 1.41 3.68 3.09
H 1.96 2.19 2.87
O 2.03 3.13 2.60
H -3.91 -1.51 3.16
H -4.58 -2.34 2.11
O -4.13 -2.42 2.96
H -4.68 0.17 0.51
H -3.70 -0.47 1.39
O -4.54 0.02 1.45
H 2.10 0.50 3.32
H 1.77 0.87 4.71
O 1.36 0.95 3.83
H -3.22 3.43 1.43
H -2.99 2.09 2.03
O -2.56 2.73 1.45
H 2.56 -0.74 1.65
H 3.58 0.29 1.45
O 3.11 -0.15 2.19
H -3.03 -3.93 -1.00
H -1.81 -3.99 -1.81
O -2.55 -4.54 -1.56
H 3.05 0.98 -0.95
H 3.30 2.09 -0.04
O 3.81 1.55 -0.66
H 0.09 0.95 2.34
H -0.36 1.12 1.02
O -0.10 0.37 1.59
H 1.82 3.59 0.95
H 2.44 3.85 -0.51
O 1.64 3.88 0.03
H 1.05 1.73 -4.05
H -0.43 2.24 -4.43
O 0.11 1.71 -3.84
*
```

natural (NBO) atomic charge list, values in e, 2 entries:
1 C -0.5455
2 C -0.3805

***

This record from the Open Molecules 2025 dataset describes a molecular structure, C3H7ClNO. The level of theory is the ωB97M-V functional and the def2-TZVPD basis.

Computed properties:
Orbital gap   7.04 eV
E_HOMO   -3.0453 eV
Relative energy (zero: lowest compared OMol25 entry of this formula, charge and spin)   7.021 eV

The geometry in ORCA input format:
```
! wB97M-V def2-TZVPD RIJCOSX def2/J DEFGRID3
* xyz -1 1
C -1.11 -0.42 0.92
C 0.02 0.88 -1.07
C 0.25 0.26 0.39
N 1.31 -0.70 0.44
O 0.81 -1.93 -0.68
Cl 2.79 -0.10 -0.30
H -1.95 0.31 1.31
H -1.45 -1.18 0.18
H -1.03 -1.14 1.84
H 0.79 0.56 -1.69
H -0.03 1.95 -0.91
H -0.94 0.47 -1.58
H 0.54 1.06 1.14
*
```

natural (NBO) atomic charge list, values in e, 2 entries:
1 C -0.6247
2 C -0.6329

***

This record from the Open Molecules 2025 dataset describes 2 unconnected molecules or ions with the total composition C5H5ClN2O4. The level of theory is the ωB97M-V functional and the def2-TZVPD basis.

Computed properties:
Orbital gap (alpha / beta)   7.49 / 7.60 eV
E_HOMO (alpha / beta)   -11.2977 / -11.3863 eV
Relative energy (zero: lowest compared OMol25 entry of this formula, charge and spin)   3.762 eV

The geometry in ORCA input format:
```
! wB97M-V def2-TZVPD RIJCOSX def2/J DEFGRID3
* xyz 0 1
C 0.11 -1.82 2.12
C -0.83 0.10 0.12
C 2.02 -0.10 -2.04
C 0.51 0.47 -1.85
C -0.86 0.39 1.58
N 0.54 -2.79 2.47
N -2.17 0.46 2.20
O -1.64 -0.47 -0.56
O -2.95 -0.44 1.96
O -2.45 1.44 2.82
O 0.31 0.64 -0.37
Cl 0.24 1.45 2.22
H 2.60 0.21 -1.12
H 2.09 -1.26 -2.14
H 2.34 0.42 -2.98
H -0.35 -0.18 -2.18
H 0.48 1.49 -2.26
*
```

natural (NBO) atomic charge list, values in e, 2 entries:
1 C 0.1779
2 C 0.6849